Computed, not measured: a structure of composition C20H40P2SiZn, with ωB97M-V/def2-TZVPD.

```
64
Properties=species:S:1:pos:R:3:mulliken_charge:R:1
P 1.5533 -2.0618 -1.4879 1.343
P 0.9907 1.3285 -1.1697 1.587
C 0.7538 -0.9067 -2.7553 -0.428
C 1.4612 0.4317 -2.7960 -1.621
H -0.2105 -0.7497 -2.2368 -0.291
H 0.6225 -1.3886 -3.7522 0.561
H 2.5556 0.3791 -2.8830 0.414
H 1.0611 1.0088 -3.6466 0.511
C 0.3595 2.7584 -2.2378 -1.986
H -0.1917 3.4959 -1.6510 0.461
H -0.2952 2.4107 -3.0405 0.471
H 1.2303 3.2344 -2.7018 0.430
C 2.3816 2.3032 -0.4948 -1.204
H 2.0558 3.3607 -0.4496 0.370
H 3.2898 2.1803 -1.0953 0.340
H 2.5951 1.9533 0.5211 0.444
C 0.1965 -3.2154 -1.8845 -1.052
H 0.2122 -4.0792 -1.2170 0.404
H 0.3759 -3.4919 -2.9341 0.351
H -0.7864 -2.7332 -1.8387 0.224
C 3.0221 -2.8092 -2.2719 -1.137
H 3.8383 -2.0768 -2.3483 0.371
H 2.7335 -3.1943 -3.2597 0.398
H 3.3222 -3.6268 -1.6044 0.384
Zn 2.0971 -0.7698 0.1160 -0.785
C -2.2060 1.3207 -1.4923 -0.023
C -2.3108 0.8426 -2.7425 -0.305
C -3.6084 0.3891 -3.3430 -0.978
C -4.3496 -0.5274 -2.3666 -0.812
C -3.5831 -1.6767 -1.7656 -0.148
C -2.7984 -1.7340 -0.6805 -0.775
C -2.1765 -0.6561 0.1818 0.493
C -2.5757 0.8035 -0.1312 -1.244
C 3.2182 -2.2543 1.2534 -1.597
H -1.8679 2.3707 -1.4136 0.639
H -1.4437 0.8293 -3.4111 0.156
H -3.4574 -0.0914 -4.3335 0.341
H -4.2360 1.2889 -3.5408 0.276
H -4.7561 0.0819 -1.5613 0.332
H -5.2007 -0.9368 -2.9212 0.452
H -3.8963 -2.6519 -2.1741 0.352
H -2.5147 -2.7429 -0.3387 0.470
H -1.0709 -0.7127 0.2068 -0.689
H -2.4498 -0.8828 1.2270 0.541
H -3.6357 0.9353 0.1220 0.462
H -2.0507 1.4359 0.6076 0.284
H 3.5416 -1.5653 2.0431 0.261
H 4.1123 -2.7663 0.8438 0.355
H 2.5287 -3.0009 1.6961 0.390
C -0.7028 2.0937 4.5076 -0.875
Si 0.8899 1.0954 4.5595 0.426
C 2.0378 2.2440 5.4948 -1.124
C 0.7386 -0.3965 5.6939 -1.123
C 1.3058 0.6007 2.8285 -0.131
C 1.4445 0.2259 1.6490 0.514
H -1.3904 1.7692 5.3002 0.322
H -1.1908 2.0066 3.5287 0.056
H -0.4568 3.1495 4.6815 0.306
H 2.0920 1.8855 6.5317 0.301
H 3.0462 2.3097 5.0776 0.304
H 1.5851 3.2424 5.5148 0.306
H -0.3108 -0.5803 5.9695 0.316
H 1.1643 -1.2836 5.2042 0.283
H 1.3107 -0.2021 6.6127 0.324
```

Output
Electronic energy ... -96255.342 eV
Net charge ... 0
Energy relative to the best compared isomer or geometry (same formula, charge and spin) ... 0.00 kcal per mole
Orbital gap ... 6.816 eV